[1]
Entry from the Open Molecules 2025 dataset: C36H30N5O7PdS as an isolated structure (ωB97M-V/def2-TZVPD).

```
80
Properties=species:S:1:pos:R:3:forces:R:3
Pd 0.787393 -0.944053 -0.001979 0.015 -0.253 0.400
C -5.580236 2.244843 -0.445550 -0.008 0.001 -0.028
C -5.164188 2.067938 0.986391 0.027 -0.019 0.014
C -5.954415 2.528807 2.031136 0.004 0.003 0.000
C -5.572363 2.368728 3.355246 -0.016 0.007 0.010
C -4.364284 1.754502 3.645161 -0.002 0.011 0.024
C -3.549536 1.300196 2.620820 0.019 -0.009 -0.025
C -3.952126 1.437327 1.294465 -0.016 0.023 0.031
N -3.155092 0.976772 0.220965 -0.081 -0.028 0.006
C -2.065418 0.121681 0.405620 0.063 0.060 0.073
N -2.384093 -1.017527 1.063312 -0.036 -0.048 -0.146
C -1.561120 -1.962068 1.743805 0.073 0.011 0.083
C -0.199511 -2.084880 1.485602 -0.081 0.027 -0.120
C 0.502352 -3.039742 2.219353 0.017 0.031 -0.035
C -0.121291 -3.844087 3.159977 -0.012 -0.034 0.036
C -1.483268 -3.703118 3.387761 -0.005 -0.001 -0.004
C -2.225643 -2.760981 2.690351 0.054 -0.015 0.002
C -3.701930 -2.617260 2.955865 -0.049 0.015 0.000
N -0.904849 0.396384 -0.072143 -0.030 0.067 -0.067
C -0.631736 1.704714 -0.549055 -0.020 0.051 -0.043
C -0.578882 2.772245 0.344832 -0.016 -0.065 -0.024
C -0.268655 4.043482 -0.106712 0.017 0.042 -0.004
C -0.005527 4.251187 -1.453426 0.007 0.039 0.003
C -0.037205 3.181110 -2.334179 -0.008 -0.041 0.006
C -0.336240 1.892166 -1.903776 -0.027 0.042 0.035
C -0.284416 0.728158 -2.847655 0.009 -0.021 -0.026
H -6.597138 2.630369 -0.506813 0.002 -0.001 0.001
H -5.529803 1.298861 -0.988489 0.001 0.004 0.005
H -4.927894 2.949332 -0.970503 -0.001 -0.005 0.005
H -6.893541 3.017075 1.795780 0.003 -0.003 0.004
H -6.209685 2.729338 4.152411 0.005 -0.002 -0.006
H -4.037892 1.640515 4.670990 -0.006 0.003 -0.004
H -2.592799 0.847407 2.850014 -0.007 0.009 0.006
H -2.980594 1.670842 -0.492376 0.021 0.010 0.000
H -3.373795 -1.131993 1.196679 -0.007 0.019 0.021
H 1.564527 -3.164333 2.035243 0.002 0.001 -0.007
H 0.447874 -4.583421 3.712505 -0.012 0.008 -0.001
H -1.983086 -4.327804 4.120419 0.002 0.002 -0.003
H -4.014276 -3.316259 3.730909 -0.001 0.009 0.007
H -4.306901 -2.834489 2.068062 0.014 -0.004 -0.001
H -3.965002 -1.609335 3.291512 0.004 -0.009 -0.003
H -0.727263 2.582269 1.400447 -0.007 0.019 -0.006
H -0.210432 4.862385 0.599108 0.000 -0.005 -0.002
H 0.244894 5.241151 -1.815113 -0.002 -0.006 0.008
H 0.193247 3.337556 -3.382172 -0.001 0.002 0.003
H -0.310749 1.068913 -3.883218 -0.006 0.000 0.001
H -1.098640 0.022840 -2.682235 -0.005 -0.003 -0.007
H 0.642536 0.169346 -2.695892 0.006 -0.001 0.005
O 0.419556 -2.455212 -1.751956 0.152 0.120 -0.063
C 1.652993 -2.709447 -1.750902 -0.037 -0.001 -0.002
O 2.443879 -2.425681 -0.823309 -0.034 0.185 -0.013
C 2.233464 -3.337750 -2.994704 -0.017 -0.091 0.065
C 3.466746 -2.896117 -3.461694 0.052 -0.050 0.023
C 4.007282 -3.428289 -4.619861 -0.085 -0.050 0.040
C 3.300242 -4.423336 -5.276012 0.015 -0.039 0.038
C 2.074117 -4.890465 -4.828013 0.077 0.077 0.054
C 1.539145 -4.326265 -3.682850 -0.059 0.025 -0.066
N 3.872085 -5.006167 -6.496131 -0.080 0.101 -0.228
O 3.247433 -5.886758 -7.058740 -0.001 -0.066 0.066
O 4.929018 -4.562393 -6.903744 0.070 -0.018 0.068
H 3.992949 -2.136179 -2.899742 -0.011 0.005 0.004
H 4.956211 -3.094450 -5.010484 0.007 -0.009 -0.013
H 1.562128 -5.667888 -5.373577 0.005 -0.010 -0.017
H 0.570919 -4.639612 -3.315955 0.005 0.015 0.015
O 2.599603 0.909676 -0.762970 -0.066 0.086 0.087
C 2.683098 1.157521 0.447315 0.069 -0.115 -0.389
N 1.800862 0.615979 1.307341 0.180 -0.247 0.025
S 1.743041 0.917693 2.893837 -0.043 0.013 -0.099
O 1.068679 2.196819 3.120515 0.032 -0.007 0.030
O 3.387205 1.226911 3.215610 -0.021 0.027 0.012
C 4.090424 1.988462 2.332244 -0.010 -0.013 -0.051
C 5.157844 2.734566 2.822389 -0.011 -0.007 -0.008
C 5.927470 3.476958 1.945709 0.012 0.006 0.032
C 5.643126 3.485799 0.583056 0.015 0.014 -0.040
C 4.584038 2.738232 0.103242 -0.004 -0.002 0.016
C 3.798892 1.983640 0.968788 -0.093 0.129 0.179
H 5.360653 2.717136 3.885020 -0.001 -0.003 -0.006
H 6.757352 4.059242 2.328067 -0.005 -0.005 0.002
H 6.250326 4.071074 -0.095774 -0.008 -0.004 0.006
H 4.337909 2.709212 -0.950169 -0.007 -0.006 0.006
```
Positions in Å, forces in eV/Å.

Its total charge is -1. The calculation puts the HOMO energy (spin up / spin down) at -4.19 / -5.47 eV. As for the spin multiplicity: 3. Its energy above the lowest of the compared OMol25 structures with the same formula, charge and spin is 0.0 kcal per mole. The energy is -2716.42445 Ha.

=====

[2]
Entry from the Open Molecules 2025 dataset: C36H30N7NaO2S as an isolated structure (ωB97M-V/def2-TZVPD).

```
77
Properties=species:S:1:pos:R:3:forces:R:3
Na 0.114942 0.062012 -1.315907 0.062 0.026 0.152
C -3.860161 0.929944 -3.789610 0.006 -0.067 -0.119
O -2.830937 0.270637 -4.579282 -0.053 0.008 0.048
C -1.747386 0.248184 -3.779393 0.062 -0.055 -0.109
N -1.848288 0.652845 -2.587211 -0.013 0.075 -0.189
C -3.253717 1.003752 -2.372112 0.075 0.014 0.134
C -3.428166 2.338525 -1.688738 -0.042 -0.004 0.018
C -2.350592 3.170067 -1.418496 0.013 -0.032 -0.004
C -2.540578 4.379353 -0.764490 0.002 0.026 0.011
C -3.814173 4.777791 -0.391850 0.000 -0.018 -0.016
C -4.898180 3.953948 -0.665558 -0.023 0.028 0.014
C -4.703986 2.739411 -1.301726 0.001 -0.033 0.002
C -0.493790 -0.302325 -4.352285 -0.008 0.073 0.139
C -0.412105 -0.839637 -5.627777 0.084 -0.016 -0.009
C 0.805590 -1.370554 -6.029309 -0.020 0.012 0.013
C 1.887348 -1.346577 -5.161916 -0.059 0.029 -0.015
C 1.700353 -0.772505 -3.912216 0.049 0.109 0.162
N 0.540255 -0.265566 -3.518002 0.062 -0.135 -0.516
C 2.783105 -0.682568 -2.895632 0.072 -0.103 -0.183
N 2.698466 -0.060752 -1.795727 -0.256 -0.122 -0.060
C 3.980329 -0.235648 -1.102353 -0.025 0.100 0.106
C 4.761997 -1.204835 -2.017170 -0.050 -0.110 -0.123
O 3.926480 -1.327414 -3.199924 0.023 0.049 0.068
C 3.831682 -0.741941 0.315160 0.065 -0.005 -0.034
C 4.866268 -0.511821 1.217564 -0.044 0.069 0.001
C 4.801069 -1.014094 2.507190 -0.009 -0.028 0.022
C 3.693479 -1.747981 2.910120 0.040 0.018 0.011
C 2.657124 -1.975129 2.019458 -0.035 0.053 -0.033
C 2.727504 -1.479983 0.723632 0.020 -0.047 -0.025
H -4.759868 0.323761 -3.857952 -0.017 0.054 0.015
H -4.032499 1.915996 -4.223185 -0.008 -0.016 0.031
H -3.673607 0.228031 -1.722581 0.010 0.011 -0.026
H -1.352365 2.862422 -1.695501 0.008 -0.011 -0.021
H -1.683171 4.999048 -0.534491 0.013 0.013 0.004
H -3.963788 5.719796 0.117624 0.000 0.026 0.021
H -5.895192 4.252200 -0.368063 -0.004 -0.002 0.001
H -5.550711 2.085686 -1.479736 -0.016 -0.005 -0.017
H -1.279190 -0.845627 -6.270400 -0.025 -0.002 -0.020
H 0.909661 -1.806221 -7.013214 0.000 -0.010 -0.022
H 2.847025 -1.757520 -5.434639 0.031 -0.011 -0.005
H 4.470381 0.742679 -1.073983 0.003 -0.045 0.042
H 4.863598 -2.198912 -1.580730 0.012 0.050 0.010
H 5.733386 -0.831537 -2.332497 -0.001 -0.012 0.027
H 5.720303 0.083328 0.913961 0.028 -0.004 -0.014
H 5.609161 -0.823728 3.201492 0.006 0.002 0.002
H 3.633880 -2.135577 3.917938 -0.004 0.006 0.030
H 1.779088 -2.521567 2.333994 -0.051 -0.046 -0.005
H 1.908530 -1.681546 0.044218 -0.035 0.025 -0.027
S -1.302374 -1.774125 -0.034779 0.098 0.027 0.079
C -0.939298 -1.037309 1.497764 0.244 0.474 -0.113
N -0.964402 -1.633347 2.645985 -0.146 -0.373 0.107
N -1.269571 -2.935087 2.619548 0.112 0.259 0.062
C -1.230427 -3.687080 3.779613 -0.042 -0.075 -0.045
C -0.942943 -3.112659 5.016801 0.009 -0.063 0.062
C -0.919027 -3.912305 6.148244 -0.001 0.021 0.017
C -1.178022 -5.273348 6.075169 -0.003 -0.026 -0.012
C -1.465447 -5.837863 4.838696 0.002 0.001 0.023
C -1.491918 -5.057377 3.697850 0.011 0.047 0.036
N -0.547214 0.319806 1.721550 -0.119 -0.222 -0.269
N -0.211135 0.992806 0.727690 -0.152 0.090 0.738
C 0.101716 2.354642 1.061372 -0.078 -0.392 -0.149
C 0.918481 3.034872 0.173342 0.121 0.181 -0.064
C 1.235382 4.366422 0.404456 -0.021 -0.067 -0.011
C 0.718562 5.014229 1.516428 0.016 0.062 0.023
C -0.111748 4.328243 2.394909 -0.030 -0.057 0.005
C -0.424755 2.997070 2.173809 0.008 0.137 0.011
H -1.431600 -3.362039 1.710777 0.005 0.034 -0.022
H -0.744388 -2.053490 5.073856 0.006 0.028 -0.007
H -0.695882 -3.458872 7.105420 0.008 0.011 0.026
H -1.156525 -5.885473 6.966228 -0.003 -0.010 0.014
H -1.672427 -6.897224 4.760145 0.001 -0.024 0.004
H -1.715301 -5.500105 2.735148 -0.009 -0.010 -0.029
H 1.322828 2.518040 -0.690217 -0.003 -0.033 0.001
H 1.882198 4.893366 -0.284165 0.019 0.024 -0.007
H 0.959817 6.053202 1.699823 -0.005 0.010 -0.005
H -0.525288 4.834954 3.256591 0.002 0.030 0.018
H -1.077846 2.452201 2.839252 -0.004 -0.028 0.016
```
Positions in Å, forces in eV/Å.

The calculation puts the HOMO energy at -6.41 eV. The energy is -2484.14700 Ha.

=====

The lowest energy belongs to which entry? C36H30N5O7PdS